[1]
{"formula": "C17H29N2O4PPtS3", "method": "wB97M-V/def2-TZVPD", "species": ["Pt", "C", "C", "N", "C", "C", "S", "C", "C", "N", "H", "H", "H", "H", "H", "H", "H", "H", "H", "H", "H", "H", "H", "H", "C", "C", "O", "P", "S", "S", "O", "C", "C", "H", "H", "H", "H", "H", "H", "H", "H", "H", "H", "O", "C", "O", "C", "C", "C", "C", "C", "C", "H", "H", "H", "H", "H"], "xyz": [[1.1667, 1.0123, 0.4460], [-0.1360, 3.9827, -0.4358], [0.9328, 3.4557, -1.3935], [1.9489, 2.5687, -0.7598], [3.0307, 3.2423, 0.0009], [2.6115, 3.6756, 1.3903], [1.6058, 2.4099, 2.2554], [0.0807, 3.3569, 2.6147], [-1.1076, 3.0936, 1.6819], [-0.7319, 2.8990, 0.3042], [0.2972, 4.6992, 0.2634], [-0.8519, 4.5542, -1.0382], [0.4437, 2.8490, -2.1576], [1.4402, 4.2841, -1.8954], [2.4068, 2.0732, -1.5196], [3.8410, 2.5186, 0.0770], [3.3999, 4.1107, -0.5535], [3.4997, 3.8523, 1.9948], [2.0363, 4.5975, 1.3771], [-0.1940, 3.1000, 3.6366], [0.3898, 4.4020, 2.6253], [-1.6084, 2.1756, 1.9827], [-1.8121, 3.9220, 1.8404], [-1.4249, 2.3508, -0.1877], [-0.7771, -4.7401, 0.1130], [-0.0908, -3.7857, -0.8274], [1.0991, -3.2420, -0.1640], [1.4371, -1.7441, 0.1244], [0.5223, -0.8145, 1.6990], [1.0128, -0.4888, -1.3694], [2.9498, -1.8251, 0.5255], [3.8954, -2.6803, -0.1899], [5.2729, -2.3502, 0.3198], [-1.6220, -5.1993, -0.4027], [-1.1487, -4.2135, 0.9899], [-0.0974, -5.5328, 0.4233], [-0.7360, -2.9625, -1.1273], [0.2926, -4.2929, -1.7104], [3.7982, -2.4789, -1.2583], [3.6201, -3.7145, 0.0048], [5.5269, -1.3116, 0.1120], [6.0030, -2.9902, -0.1758], [5.3366, -2.5219, 1.3932], [-1.4281, -1.6554, 0.8159], [-2.1974, -0.7336, 0.3135], [-2.0091, 0.4730, 0.3881], [-3.4137, -1.2957, -0.3789], [-4.2341, -0.4223, -1.0839], [-5.3520, -0.9026, -1.7471], [-5.6578, -2.2558, -1.7010], [-4.8463, -3.1287, -0.9891], [-3.7249, -2.6509, -0.3293], [-3.9852, 0.6298, -1.1011], [-5.9882, -0.2219, -2.2971], [-6.5334, -2.6297, -2.2153], [-5.0927, -4.1813, -0.9429], [-3.0964, -3.3217, 0.2393]], "lowdin_spin": [0.056, 0.000, 0.001, 0.001, 0.000, 0.000, 0.001, 0.000, 0.000, 0.007, 0.000, 0.000, 0.000, 0.000, 0.000, 0.000, 0.000, 0.000, 0.000, 0.000, 0.000, 0.000, 0.000, 0.000, 0.000, 0.000, 0.000, 0.026, 0.411, 0.005, 0.013, 0.002, 0.000, 0.000, 0.000, 0.000, 0.000, 0.000, 0.000, 0.000, 0.000, 0.000, 0.000, 0.419, 0.022, 0.005, 0.024, 0.003, 0.002, -0.002, 0.000, 0.001, 0.000, 0.000, 0.000, 0.000, 0.001], "de_lowest_ev": 0.000, "max_force_ev_per_a": 0.44, "multiplicity": 2, "energy_ha": -2730.78099, "homo_lumo_gap_ev": [8.03, 6.93], "lumo_energy_ev": [-2.86, -4.12], "total_charge": 1, "e_homo_ev": [-10.9, -11.0]}

***

[2]
{"formula": "C28H35BeF3N4P2", "method": "wB97M-V/def2-TZVPD", "species": ["Be", "C", "C", "C", "C", "C", "C", "C", "C", "C", "H", "H", "H", "H", "H", "H", "H", "H", "H", "H", "H", "H", "H", "H", "H", "P", "P", "N", "N", "N", "N", "C", "C", "C", "C", "C", "C", "C", "C", "C", "C", "C", "C", "C", "C", "C", "C", "C", "C", "H", "H", "H", "H", "H", "H", "H", "H", "H", "H", "H", "H", "H", "H", "H", "H", "H", "H", "H", "H", "F", "C", "F", "F"], "xyz": [[-3.1703, -1.8702, -2.3000], [2.5250, -2.1443, 1.0441], [2.1734, -2.6571, -0.1300], [1.3609, -3.9256, -0.3071], [0.0031, -3.3958, -0.8429], [-0.9598, -3.1603, 0.2844], [-0.6360, -2.7002, 1.5074], [0.4550, -3.0420, 2.4618], [1.8110, -2.2577, 2.3689], [-3.4461, -0.8700, -0.8163], [3.4226, -1.5018, 1.0788], [2.5219, -2.1281, -1.0388], [1.2106, -4.3712, 0.6872], [1.8315, -4.6287, -1.0220], [0.2205, -2.4467, -1.3681], [-0.4496, -3.9949, -1.6537], [-1.9962, -3.0356, -0.0829], [-1.3988, -2.0384, 1.9417], [0.5973, -4.1373, 2.4818], [0.0884, -2.8096, 3.4860], [1.6514, -1.2071, 2.6780], [2.4719, -2.6933, 3.1478], [-2.5679, -0.2734, -0.6029], [-3.7824, -1.2952, 0.1507], [-4.2607, -0.2176, -1.2297], [-4.4908, -5.9685, -1.0463], [-1.8845, -6.5463, -2.9786], [-4.9739, -6.3118, 0.6083], [-6.1737, -6.1622, -1.6620], [-0.8107, -7.2796, -1.6738], [-1.0568, -7.2805, -4.3881], [-3.9355, -7.7029, -1.4245], [-3.2153, -7.8133, -2.7662], [-5.1203, -5.2978, 1.5827], [-5.7272, -5.8606, 2.7162], [-5.9309, -7.2497, 2.4351], [-5.4511, -7.4933, 1.1612], [-6.7442, -5.2639, -2.5778], [-7.9218, -5.8219, -3.0828], [-8.0752, -7.1116, -2.4663], [-6.9935, -7.2883, -1.6143], [-0.5364, -6.5397, -0.5144], [0.1046, -7.3581, 0.4107], [0.1631, -8.6595, -0.1571], [-0.4603, -8.5994, -1.3909], [-0.4990, -8.5425, -4.6222], [-0.1495, -8.6526, -5.9576], [-0.5512, -7.4400, -6.6025], [-1.1243, -6.6251, -5.6389], [-4.7966, -8.3752, -1.4466], [-3.2911, -8.0121, -0.5952], [-2.8029, -8.8149, -2.8932], [-3.8978, -7.6373, -3.6072], [-4.7725, -4.2842, 1.3583], [-5.9929, -5.3124, 3.6198], [-6.3916, -7.9658, 3.1014], [-5.4033, -8.4140, 0.6287], [-6.2549, -4.3127, -2.7482], [-8.5860, -5.3692, -3.8083], [-8.8794, -7.8106, -2.6369], [-6.7753, -8.1245, -0.9786], [-0.8622, -5.5169, -0.4559], [0.5078, -7.0327, 1.3605], [0.6282, -9.5331, 0.2836], [-0.6671, -9.4201, -2.0604], [-0.3742, -9.2556, -3.8304], [0.3228, -9.5028, -6.4250], [-0.4439, -7.2043, -7.6529], [-1.5775, -5.6423, -5.6902], [-1.9630, 0.1749, -2.9316], [-1.4845, -1.0435, -2.4715], [-0.7871, -1.5871, -3.5215], [-0.5186, -0.6512, -1.5335]], "lowdin_charge": [0.677, -0.123, -0.120, -0.165, -0.237, -0.122, -0.092, -0.204, -0.182, -0.189, 0.104, 0.118, 0.085, 0.124, 0.080, 0.074, 0.066, 0.106, 0.104, 0.111, 0.113, 0.110, -0.005, -0.004, 0.000, 1.077, 1.086, -0.279, -0.253, -0.220, -0.266, -0.398, -0.408, -0.130, -0.090, -0.087, -0.166, -0.157, -0.097, -0.083, -0.152, -0.161, -0.084, -0.089, -0.166, -0.139, -0.089, -0.102, -0.159, 0.061, 0.083, 0.075, 0.084, 0.096, 0.093, 0.094, 0.086, 0.081, 0.088, 0.092, 0.083, 0.056, 0.094, 0.097, 0.082, 0.070, 0.093, 0.092, 0.089, 0.009, -0.532, 0.004, 0.014], "de_lowest_ev": 0.196, "max_force_ev_per_a": 4.83, "multiplicity": 1, "energy_ha": -2303.80134, "homo_lumo_gap_ev": 6.30, "lumo_energy_ev": -2.04, "e_homo_ev": -8.3}

***

[3]
{"formula": "C4H8O3", "method": "wB97M-V/def2-TZVPD", "species": ["O", "C", "C", "C", "O", "C", "O", "H", "H", "H", "H", "H", "H", "H", "H"], "xyz": [[-1.4293, 1.6594, -1.0747], [-0.8346, 0.7073, -1.5147], [-0.5953, -0.5709, -0.7275], [0.8693, -0.5976, -0.3305], [1.7500, -0.8233, -1.1351], [1.2092, -0.2571, 1.1033], [2.5844, -0.2027, 1.3049], [-0.3846, 0.7283, -2.5257], [-0.7949, -1.4346, -1.3697], [-1.2540, -0.5853, 0.1445], [0.7266, 0.7057, 1.3410], [0.7362, -1.0144, 1.7509], [2.9878, -0.4344, 0.4513], [-2.6244, 1.2067, 0.9884], [-2.9464, 0.9130, 1.5936]], "lowdin_charge": [0.034, -0.239, -0.076, -0.371, 0.100, -0.204, -0.034, 0.134, 0.134, 0.099, 0.141, 0.140, 0.085, 0.015, 0.041], "de_lowest_ev": 2.429, "max_force_ev_per_a": 0.57, "multiplicity": 1, "energy_ha": -382.87555, "homo_lumo_gap_ev": 10.72, "lumo_energy_ev": 0.32, "e_homo_ev": -10.4, "smiles": "O=CCC(=O)CO.[H][H]"}

***

[4]
{"formula": "C4H12", "method": "wB97M-V/def2-TZVPD", "species": ["C", "C", "H", "H", "H", "H", "H", "H", "C", "C", "H", "H", "H", "H", "H", "H"], "xyz": [[-0.3266, -0.1833, -2.5801], [-0.1801, 1.2073, -1.9617], [-0.3493, -0.1653, -3.6616], [0.5101, -0.7962, -2.2438], [-1.2162, -0.6724, -2.1837], [0.7378, 1.6822, -2.3013], [-0.9855, 1.8670, -2.3160], [-0.2189, 1.2272, -0.8797], [0.1774, -0.7862, 2.9713], [0.3323, -0.2358, 1.5563], [-0.4550, -0.1488, 3.5931], [-0.2814, -1.7706, 2.9164], [1.1371, -0.9419, 3.4716], [0.7544, -0.9845, 0.8849], [0.8227, 0.7274, 1.5375], [-0.6486, -0.1003, 1.1034]], "lowdin_charge": [-0.167, -0.169, 0.058, 0.057, 0.060, 0.060, 0.065, 0.034, -0.172, -0.185, 0.063, 0.059, 0.061, 0.064, 0.060, 0.053], "de_lowest_ev": 0.107, "max_force_ev_per_a": 1.16, "multiplicity": 1, "energy_ha": -159.58104, "homo_lumo_gap_ev": 12.87, "lumo_energy_ev": 1.14, "e_homo_ev": -11.7, "smiles": "CC.CC"}

***

[5]
{"formula": "H26O13", "method": "wB97M-V/def2-TZVPD", "species": ["O", "H", "H", "O", "H", "H", "O", "H", "H", "O", "H", "H", "O", "H", "H", "O", "H", "H", "O", "H", "H", "O", "H", "H", "O", "H", "H", "O", "H", "H", "O", "H", "H", "O", "H", "H", "O", "H", "H"], "xyz": [[0.8290, 2.4065, 2.3331], [1.4725, 2.5326, 3.0305], [0.6288, 1.4708, 2.3577], [0.0171, 0.0283, 2.6597], [-0.2684, 0.1060, 3.5700], [-0.0349, -0.9087, 2.4711], [-3.1718, 0.4230, -1.0577], [-3.3821, -0.0606, -1.8565], [-2.6275, 1.1522, -1.3548], [3.7614, -1.0432, 1.1170], [3.1606, -0.2983, 1.1373], [4.6297, -0.6490, 1.0343], [-2.3816, -2.5177, -0.3274], [-2.4294, -1.5627, -0.3721], [-1.5221, -2.7322, -0.6901], [2.1296, 1.1242, -2.3073], [1.9738, 2.0549, -2.4678], [2.3377, 1.0731, -1.3744], [0.2599, -2.9572, -1.4437], [1.2107, -2.8976, -1.3506], [-0.0334, -2.0477, -1.4983], [-3.1205, -0.5093, 1.8250], [-3.1308, -0.3066, 0.8895], [-2.1971, -0.4571, 2.0717], [-0.0039, 0.0148, -0.4678], [-0.5667, 0.7870, -0.5249], [0.2618, -0.0211, 0.4510], [-1.1750, 2.3451, -1.3195], [-0.8666, 2.5848, -2.1934], [-1.0384, 3.1324, -0.7925], [2.3949, 1.4873, 0.4180], [1.8419, 2.1291, 0.8635], [3.2893, 1.7876, 0.5800], [0.0961, -2.4717, 1.6446], [-0.1586, -3.3832, 1.5016], [0.7004, -2.2762, 0.9285], [-1.2533, -0.1033, -3.1187], [-0.9521, 0.3106, -3.9276], [-0.6810, 0.2532, -2.4392]], "lowdin_charge": [-0.053, 0.058, -0.041, -0.036, 0.088, 0.010, -0.045, 0.050, -0.009, -0.049, -0.016, 0.031, -0.043, -0.022, -0.021, -0.060, 0.022, -0.027, -0.037, 0.053, 0.003, -0.043, -0.021, -0.007, -0.034, -0.001, 0.013, -0.022, 0.073, 0.083, -0.059, 0.013, 0.069, -0.027, 0.072, 0.030, -0.026, 0.049, -0.018], "de_lowest_ev": 1.647, "max_force_ev_per_a": 1.57, "multiplicity": 1, "energy_ha": -993.71271, "homo_lumo_gap_ev": 9.69, "lumo_energy_ev": -0.33, "e_homo_ev": -10.0}

***

[6]
{"formula": "C28H50N12OP2", "method": "wB97M-V/def2-TZVPD", "species": ["C", "P", "O", "P", "C", "C", "C", "C", "C", "N", "H", "H", "H", "H", "H", "H", "H", "H", "H", "H", "H", "H", "H", "H", "H", "H", "H", "C", "C", "N", "H", "H", "H", "C", "C", "N", "H", "H", "H", "C", "C", "N", "H", "H", "H", "C", "C", "N", "H", "H", "H", "C", "C", "N", "H", "H", "H", "C", "C", "N", "H", "H", "H", "C", "C", "N", "H", "H", "H", "C", "C", "N", "H", "H", "H", "C", "C", "N", "H", "H", "H", "C", "C", "N", "H", "H", "H", "C", "C", "N", "H", "H", "H"], "xyz": [[-2.6590, -1.4892, 0.8595], [-1.8391, -3.2562, 0.8433], [-0.5375, -3.2861, 2.0481], [-0.9616, -3.6810, -1.1168], [-0.1450, -2.1175, -1.8886], [1.1363, -1.5393, -1.0110], [0.7847, -0.0961, -0.2426], [0.8146, -0.2638, 1.3886], [1.9312, 0.7340, 2.1337], [1.8925, 0.3058, 3.6159], [-2.5705, -0.9499, -0.1760], [-2.2233, -0.8431, 1.7577], [-3.8013, -1.6780, 1.1503], [-0.7784, -2.7156, 2.8365], [0.1585, -4.5892, -0.8634], [-0.9303, -1.2702, -2.1738], [0.3159, -2.4644, -2.9334], [1.6075, -2.3356, -0.2938], [1.9773, -1.2718, -1.8056], [1.4916, 0.7838, -0.6000], [-0.3070, 0.1865, -0.6335], [1.1943, -1.3712, 1.6208], [-0.2065, -0.0300, 1.9168], [2.9871, 0.4296, 1.7068], [1.6819, 1.8716, 1.9998], [2.0870, -0.7391, 3.5541], [0.8645, 0.3327, 3.8906], [-6.7293, 0.3792, 1.9726], [-6.1978, -0.5528, 0.8959], [-5.7569, -1.3260, 0.0027], [-7.7207, 0.0492, 2.2950], [-6.0555, 0.3764, 2.8338], [-6.8027, 1.3975, 1.5811], [3.5754, 3.2173, -2.7222], [2.0949, 3.0385, -2.4282], [0.8666, 2.8901, -2.1844], [3.7067, 3.7002, -3.6944], [4.0362, 3.8398, -1.9502], [4.0726, 2.2435, -2.7381], [7.0332, 2.4842, -4.8698], [6.1300, 1.6123, -4.0128], [5.3807, 0.8890, -3.3019], [6.6477, 2.5283, -5.8922], [7.0717, 3.4971, -4.4597], [8.0444, 2.0686, -4.8881], [-11.3062, -0.8026, 1.6505], [-10.3801, -0.3917, 2.7836], [-9.6117, -0.0509, 3.7235], [-11.4783, -1.8819, 1.6826], [-12.2651, -0.2860, 1.7470], [-10.8566, -0.5420, 0.6884], [-2.2279, -0.7864, -4.8541], [-2.0717, -0.7969, -6.3660], [-1.9423, -0.8056, -7.6203], [-2.2960, -1.8113, -4.4793], [-1.3661, -0.2954, -4.3937], [-3.1364, -0.2447, -4.5769], [-2.8680, 3.1759, -3.9022], [-3.7496, 2.0648, -3.3556], [-4.4810, 1.1431, -2.9021], [-2.1632, 3.5046, -3.1336], [-2.3072, 2.8145, -4.7686], [-3.4851, 4.0257, -4.2066], [9.1829, 1.4925, -1.3702], [8.0753, 2.5118, -1.1585], [7.1565, 3.3574, -0.9827], [9.4043, 0.9819, -0.4291], [8.8712, 0.7523, -2.1123], [10.0876, 1.9935, -1.7252], [3.7337, -4.5530, 0.3983], [5.1907, -4.2522, 0.0872], [6.3995, -4.0028, -0.1710], [3.6670, -5.2206, 1.2618], [3.2015, -3.6248, 0.6240], [3.2605, -5.0347, -0.4617], [-1.2682, -0.0462, 6.0523], [-1.5506, -1.3147, 5.2639], [-1.7846, -2.3670, 4.6097], [-0.6406, 0.6274, 5.4625], [-2.2072, 0.4605, 6.2919], [-0.7494, -0.2932, 6.9826], [8.0983, 5.6685, 2.1443], [9.1819, 4.7468, 1.6090], [10.0809, 3.9822, 1.1650], [8.5310, 6.6362, 2.4125], [7.3290, 5.8213, 1.3823], [7.6375, 5.2260, 3.0318], [-7.1932, -3.6995, 2.8793], [-8.6737, -3.8783, 3.1733], [-9.9020, -4.0266, 3.4171], [-7.0619, -3.2166, 1.9071], [-6.7324, -3.0769, 3.6513], [-6.6960, -4.6732, 2.8634]], "lowdin_charge": [-0.352, 0.608, -0.497, 0.605, -0.499, -0.245, -0.194, -0.215, -0.263, -0.072, 0.033, 0.032, -0.001, -0.038, -0.096, 0.062, 0.076, 0.069, 0.104, 0.083, 0.096, 0.097, 0.086, 0.123, 0.118, 0.068, 0.030, -0.070, -0.201, 0.101, 0.017, 0.078, 0.080, -0.092, -0.192, 0.078, 0.077, 0.074, -0.003, -0.066, -0.191, 0.109, 0.078, 0.077, 0.076, -0.071, -0.200, 0.089, 0.069, 0.077, 0.077, -0.094, -0.209, 0.074, 0.074, 0.065, 0.034, -0.071, -0.207, 0.092, 0.066, 0.075, 0.076, -0.077, -0.221, 0.087, 0.080, 0.069, 0.076, -0.081, -0.210, 0.077, 0.078, 0.051, 0.074, -0.064, -0.162, 0.115, 0.060, 0.080, 0.084, -0.080, -0.209, 0.085, 0.074, 0.071, 0.076, -0.077, -0.207, 0.080, 0.053, 0.076, 0.079], "max_force_ev_per_a": 10.24, "multiplicity": 1, "energy_ha": -2511.38906, "homo_lumo_gap_ev": 7.88, "lumo_energy_ev": 0.22, "e_homo_ev": -7.7, "smiles": "CP(O)#[PH]CCCCCN.CC#N.CC#N.CC#N.CC#N.CC#N.CC#N.CC#N.CC#N.CC#N.CC#N.CC#N"}

***

Look up the multiplicity of the first one.
2